# 1
Entry from OMol25: C6H8LiNaO6 as an isolated structure in a non-equilibrium geometry (ωB97M-V with the def2-TZVPD basis set).

```
! wB97M-V def2-TZVPD RIJCOSX def2/J DEFGRID3
* xyz 0 1
Na 0.817 1.095 -1.230
O 2.776 0.042 -0.988
O -0.151 1.112 0.764
O -2.049 -1.167 0.452
O -2.317 0.702 -0.786
O -0.874 -0.902 -1.398
O 2.049 -0.977 0.859
C -1.173 -2.313 0.409
C -0.642 -2.277 -1.021
C -1.733 -0.344 -0.535
C 1.979 0.248 1.604
C 2.550 -1.056 -0.447
C 0.550 0.695 1.884
Li -1.786 1.928 0.703
H -0.376 -2.155 1.146
H 0.436 -2.464 -1.089
H -1.763 -3.203 0.640
H 0.635 1.487 2.660
H 0.010 -0.144 2.372
H -1.210 -2.912 -1.710
H 2.484 0.056 2.564
H 2.527 1.040 1.075
*
```

ΔE to the lowest compared entry with this formula, charge and spin: 14.24 kcal per mole
orbital gap: 5.4 eV

Atomic partial charges in e from the Mulliken method, atoms 1 to 6: 0.8571, -0.5558, -0.9544, -0.3325, -0.8329, -0.3798

***

# 2
Entry from OMol25: C6H8LiO6 as an isolated structure in a non-equilibrium geometry (ωB97M-V with the def2-TZVPD basis set).

```
! wB97M-V def2-TZVPD RIJCOSX def2/J DEFGRID3
* xyz 0 2
O 2.691 -1.934 1.386
O 2.727 -0.082 0.247
O 3.752 -1.905 -0.610
O -1.737 -0.422 1.438
O -1.853 0.906 -0.327
O 0.151 0.582 0.661
C 2.402 0.473 -1.021
C -1.124 0.529 0.727
C -3.157 0.321 -0.242
C 3.131 -1.421 0.327
C 1.210 1.360 -0.835
C -2.986 -0.765 0.823
Li 1.388 -0.522 1.732
H 3.263 1.047 -1.400
H 2.184 -0.326 -1.746
H -3.770 -0.752 1.586
H -2.901 -1.771 0.394
H 0.495 1.381 -1.663
H -3.415 -0.080 -1.228
H 1.428 2.287 -0.295
H -3.878 1.093 0.049
*
```

ΔE to the lowest compared entry with this formula, charge and spin: 52.88 kcal per mole
orbital gap (spin up / spin down): 6.3 / 8.2 eV

Atomic partial charges in e from the Mulliken method, atoms 1 to 6: -0.8406, -0.4466, -0.6299, -0.3190, -0.3021, -0.4622

***

# 3
Entry from OMol25: a 2-piece molecular cluster, C6H8N overall in a non-equilibrium geometry (ωB97M-V with the def2-TZVPD basis set).

```
! wB97M-V def2-TZVPD RIJCOSX def2/J DEFGRID3
* xyz 1 1
N 0.896 1.039 0.598
C 0.369 -1.214 -0.087
C 0.020 -2.438 -0.581
C -2.071 0.645 0.623
C -1.850 1.479 -0.190
C 1.309 -0.099 -0.306
C -0.542 -2.072 0.671
H 2.320 -0.374 -0.377
H -0.105 1.291 0.240
H -2.525 -0.209 1.020
H 1.115 0.881 1.571
H 1.451 1.766 0.258
H -1.582 2.267 -0.812
H 0.041 -3.225 -1.340
H 1.155 0.265 -1.290
*
```

ΔE to the lowest compared entry with this formula, charge and spin: 181.12 kcal per mole
orbital gap: 9.5 eV

Atomic partial charges in e from the Mulliken method, atoms 1 to 6: -0.0822, 0.4373, 0.2112, -0.5359, -0.3414, -0.5206

***

# 4
Entry from OMol25: an isolated ion of composition C6H8N and charge +1 in a non-equilibrium geometry (ωB97M-V with the def2-TZVPD basis set).

```
! wB97M-V def2-TZVPD RIJCOSX def2/J DEFGRID3
* xyz 1 1
N 0.803 -1.007 -0.557
C 2.242 -0.951 -0.413
C -2.263 0.636 0.210
C -1.462 -0.211 -0.497
C -0.071 1.198 0.957
C -1.357 1.471 1.031
C -0.108 -0.113 -0.059
H 0.724 1.787 1.307
H 2.762 -0.100 0.110
H 2.443 -0.855 -1.497
H -1.814 2.275 1.768
H -3.385 0.640 0.084
H 0.447 -1.892 -0.818
H -1.714 -0.873 -1.245
H 2.752 -2.006 -0.380
*
```

SMILES string: C[NH+]=C1C=CC=C1
ΔE to the lowest compared entry with this formula, charge and spin: 89.11 kcal per mole
orbital gap: 7.7 eV

Atomic partial charges in e from the Mulliken method, atoms 1 to 6: -0.1157, -0.8267, -0.2524, -0.7686, -0.5708, -0.2664

***

# 5
Entry from OMol25: an isolated ion of composition C6H8N and charge +1 in a non-equilibrium geometry (ωB97M-V with the def2-TZVPD basis set).

```
! wB97M-V def2-TZVPD RIJCOSX def2/J DEFGRID3
* xyz 1 1
N 1.195 -1.182 0.384
C -0.273 0.280 -1.099
C -1.617 0.815 0.914
C -1.672 0.224 -0.409
C 2.247 -0.280 -0.213
C -1.212 1.055 2.055
C 0.816 -0.350 -0.468
H -0.002 1.253 -1.456
H -0.647 -0.285 -1.948
H -1.888 -0.901 -0.366
H -1.235 1.210 3.059
H 1.073 -1.908 1.029
H 2.772 -0.818 -0.926
H -2.443 0.584 -1.053
H 2.887 0.304 0.498
*
```

SMILES string: C#CCCC1=[NH+]C1
ΔE to the lowest compared entry with this formula, charge and spin: 135.24 kcal per mole
orbital gap: 9.0 eV

Atomic partial charges in e from the Mulliken method, atoms 1 to 6: -0.0741, -0.4812, -0.4631, -0.5305, -0.4242, -0.0908

***

# 6
Entry from OMol25: C6H8N2 in the gas phase in a non-equilibrium geometry (ωB97M-V with the def2-TZVPD basis set).

```
! wB97M-V def2-TZVPD RIJCOSX def2/J DEFGRID3
* xyz 0 1
N 0.447 1.306 -0.902
N 1.424 -0.387 0.442
C -1.326 -2.471 1.252
C -0.900 1.773 -1.204
C 0.728 -0.011 -0.515
C 1.193 -1.765 0.868
C -0.177 -2.095 1.102
C -0.074 2.461 -0.164
H -1.043 2.112 -2.274
H 0.499 3.341 -0.419
H -2.369 -2.651 1.287
H -1.754 1.180 -0.824
H 1.717 -1.950 1.795
H -0.347 2.235 0.822
H 0.424 -0.710 -1.355
H 1.559 -2.368 0.089
*
```

SMILES string: C#CC/N=C/N1CC1
ΔE to the lowest compared entry with this formula, charge and spin: 99.15 kcal per mole
orbital gap: 9.8 eV

Atomic partial charges in e from the Mulliken method, atoms 1 to 6: -0.2057, -0.5900, -0.0469, -0.4273, 0.0412, -0.5274